Density functional theory data (wB97M-V/def2-TZVPD) for C4H6InO4 as an isolated structure at a distorted geometry.

Geometry (Å):
In  -9.29679  -18.85741  -2.93488
C  -8.44519  -20.18078  0.16207
C  -9.87458  -20.10859  -0.19292
O  -10.28868  -19.42204  -1.14258
O  -10.80156  -20.57749  0.56619
H  -8.09509  -21.19466  -0.03182
H  -8.33134  -19.76016  1.16118
H  -7.76843  -19.56988  -0.43535
C  -8.69139  -15.34890  -4.84354
C  -9.04499  -16.64288  -4.20317
O  -10.17206  -17.03966  -4.03163
O  -8.15088  -17.34084  -3.68534
H  -8.81449  -14.52723  -4.13799
H  -9.23421  -15.16258  -5.77020
H  -7.70162  -15.44933  -5.28894

frontier orbital gap	5.628	eV
energy relative to the best compared isomer or geometry (same formula, charge and spin)	0.0	kJ/mol
total energy	-646.777447	Ha
strongest force on any atom	8.09	eV/A
total charge	+1

Mulliken population analysis, charges in e, atoms 1 to 8: atom 1 (In): 1.262, atom 2 (C): -0.916, atom 3 (C): 0.835, atom 4 (O): -0.517, atom 5 (O): -0.497, atom 6 (H): 0.318, atom 7 (H): 0.272, atom 8 (H): 0.288